# 1
The following is a DFT calculation (the ωB97M-V functional and the def2-TZVPD basis) of a 9-piece molecular cluster, C33H87N5O9 overall at a distorted geometry.

Summary:
energy above the lowest of the compared OMol25 structures with the same formula, charge and spin	86.70	kJ/mol
lowest unoccupied orbital energy	0.61	eV

Structure (ORCA input):
```
! wB97M-V def2-TZVPD RIJCOSX def2/J DEFGRID3
* xyz 0 1
C 5.04 -4.92 18.42
C 4.91 -5.18 16.84
C 5.68 -4.10 16.14
C 7.15 -4.32 16.29
C 7.54 -5.74 15.77
C 6.74 -6.83 16.52
N 5.29 -6.55 16.39
O 4.58 -7.52 17.07
C 6.94 -8.19 15.76
C 7.22 -7.05 17.99
C 3.41 -5.02 16.46
H 4.59 -5.73 18.88
H 4.43 -4.03 18.59
H 6.07 -4.67 18.71
H 5.51 -4.19 15.03
H 5.27 -3.06 16.40
H 7.48 -4.24 17.36
H 7.74 -3.56 15.77
H 8.60 -5.95 15.94
H 7.29 -5.85 14.67
H 6.46 -8.94 16.42
H 6.64 -8.22 14.70
H 8.01 -8.42 15.70
H 7.64 -6.16 18.47
H 6.32 -7.30 18.54
H 7.90 -7.90 18.04
H 3.13 -4.04 16.64
H 2.88 -5.63 17.19
H 3.22 -5.36 15.47
H 3.92 -7.89 16.45
C -0.32 -8.75 22.67
C -0.47 -9.57 23.99
C -1.39 -8.94 25.00
O -2.73 -8.86 24.45
C -3.75 -8.53 25.32
N -1.06 -10.90 23.71
H -1.35 -8.58 22.23
H 0.32 -9.33 22.00
H 0.15 -7.73 22.74
H 0.51 -9.72 24.54
H -1.10 -7.94 25.30
H -1.56 -9.57 25.85
H -3.80 -9.18 26.18
H -4.69 -8.36 24.73
H -3.50 -7.56 25.87
H -2.03 -10.99 23.64
H -0.85 -11.48 24.47
C 5.10 -2.68 26.05
C 4.86 -2.85 24.55
C 6.13 -3.18 23.79
O 6.69 -4.42 24.28
C 8.01 -4.76 23.67
N 3.89 -3.88 24.35
H 4.24 -2.31 26.62
H 5.80 -1.84 26.18
H 5.47 -3.67 26.41
H 4.55 -1.85 24.19
H 6.89 -2.37 23.77
H 5.89 -3.32 22.74
H 8.41 -5.58 24.25
H 8.72 -3.94 23.73
H 7.96 -5.10 22.63
H 2.94 -3.75 24.74
H 3.82 -4.15 23.37
C -0.63 -5.26 26.85
C 0.88 -5.47 27.03
C 1.49 -6.55 26.11
O 1.12 -7.86 26.44
C 1.94 -8.39 27.43
N 1.54 -4.19 26.77
H -0.81 -4.96 25.82
H -0.92 -4.53 27.64
H -1.19 -6.17 27.11
H 0.94 -5.82 28.07
H 2.59 -6.39 26.16
H 1.22 -6.25 25.08
H 3.01 -8.66 27.12
H 1.46 -9.31 27.82
H 1.98 -7.71 28.29
H 1.08 -3.44 27.24
H 2.48 -4.21 27.16
C 3.97 -13.07 22.30
C 4.19 -11.62 22.68
C 4.68 -10.81 21.48
O 5.91 -11.34 20.94
C 6.60 -10.40 20.14
N 3.06 -10.86 23.20
H 4.99 -13.47 21.93
H 3.30 -13.16 21.49
H 3.59 -13.70 23.12
H 5.00 -11.40 23.41
H 4.87 -9.81 21.95
H 3.92 -10.63 20.65
H 6.03 -10.22 19.21
H 7.59 -10.85 19.94
H 6.82 -9.45 20.69
H 2.64 -11.43 23.94
H 2.35 -10.86 22.54
C 0.56 -3.78 20.01
C 1.13 -3.45 21.34
O 0.55 -4.29 22.33
H -0.55 -3.76 20.15
H 0.85 -4.75 19.61
H 0.87 -3.10 19.19
H 0.87 -2.39 21.70
H 2.23 -3.58 21.41
H 1.20 -5.04 22.55
C 4.97 -6.89 21.42
C 3.42 -6.78 21.35
O 2.85 -6.08 22.52
H 5.45 -5.89 21.49
H 5.37 -7.39 20.53
H 5.35 -7.45 22.24
H 2.94 -7.77 21.32
H 3.15 -6.24 20.45
H 2.91 -6.75 23.22
C 0.58 -9.80 19.49
C -0.29 -10.86 20.05
O 0.33 -11.62 21.11
H 0.82 -9.10 20.23
H 0.28 -9.25 18.60
H 1.51 -10.27 19.16
H -0.63 -11.62 19.32
H -1.27 -10.51 20.38
H -0.07 -11.42 22.02
C 5.56 -7.07 25.20
C 4.83 -8.39 25.01
O 3.64 -8.23 24.27
H 4.75 -6.32 25.43
H 6.12 -6.73 24.31
H 6.22 -7.08 26.06
H 4.62 -8.77 25.99
H 5.41 -9.14 24.48
H 3.37 -9.14 24.02
*
```

Löwdin population analysis, charges in e, atoms 1 to 6: -0.0036 -0.4788 -0.1788 -0.1943 -0.1187 -0.4896

# 2
The following is a DFT calculation (the ωB97M-V functional and the def2-TZVPD basis) of a 11-piece molecular cluster, C33H88BrO10P overall at a distorted geometry.

Summary:
energy above the lowest of the compared OMol25 structures with the same formula, charge and spin	0.00	kJ/mol
lowest unoccupied orbital energy	0.55	eV

Structure (ORCA input):
```
! wB97M-V def2-TZVPD RIJCOSX def2/J DEFGRID3
* xyz 0 1
C -1.12 3.60 2.43
C -2.45 3.45 3.15
Br -2.86 1.55 3.31
C -3.55 4.24 2.44
P -5.31 3.74 2.34
H -0.27 3.64 3.11
H -0.97 2.79 1.72
H -1.13 4.55 1.89
H -2.34 3.80 4.18
H -3.56 5.25 2.86
H -3.25 4.32 1.39
H -5.18 2.69 1.44
H -5.50 3.05 3.54
C 1.38 0.18 2.09
C 1.67 0.45 3.56
C 1.08 -0.63 4.45
O 1.15 1.73 3.90
H 0.30 0.17 1.91
H 1.82 0.97 1.47
H 1.79 -0.78 1.76
H 2.75 0.50 3.72
H -0.01 -0.66 4.33
H 1.29 -0.42 5.50
H 1.48 -1.62 4.20
H 0.21 1.67 3.72
C 2.82 -5.49 4.69
C 1.85 -5.04 3.62
C 1.61 -6.12 2.58
O 2.30 -3.84 2.99
H 3.79 -5.72 4.25
H 2.97 -4.70 5.43
H 2.46 -6.38 5.21
H 0.89 -4.76 4.08
H 2.55 -6.37 2.08
H 0.91 -5.78 1.82
H 1.22 -7.03 3.04
H 3.15 -4.03 2.57
C 1.56 -2.98 -0.17
C 1.38 -3.63 -1.53
C 0.05 -3.24 -2.15
O 1.51 -5.05 -1.44
H 0.79 -3.30 0.52
H 2.53 -3.24 0.26
H 1.51 -1.89 -0.26
H 2.19 -3.32 -2.20
H -0.77 -3.57 -1.52
H -0.07 -3.69 -3.13
H -0.03 -2.15 -2.26
H 0.80 -5.36 -0.85
C 2.28 3.54 -0.62
C 1.23 4.59 -0.98
C 1.79 5.61 -1.96
O 0.73 5.23 0.19
H 3.13 4.03 -0.14
H 1.86 2.82 0.08
H 2.63 3.01 -1.50
H 0.36 4.09 -1.42
H 2.63 6.13 -1.51
H 1.03 6.35 -2.22
H 2.14 5.13 -2.88
H 1.47 5.68 0.62
C -7.25 0.72 -1.15
C -6.04 1.18 -1.94
C -5.34 0.03 -2.63
O -5.13 1.89 -1.10
H -6.95 0.02 -0.37
H -7.74 1.56 -0.66
H -7.98 0.22 -1.79
H -6.36 1.92 -2.68
H -4.98 -0.70 -1.90
H -4.48 0.39 -3.20
H -6.01 -0.49 -3.32
H -4.81 1.27 -0.42
C -4.69 5.41 -5.47
C -5.26 4.10 -6.00
C -6.78 4.12 -6.02
O -4.78 3.00 -5.24
H -5.02 5.57 -4.44
H -3.60 5.38 -5.47
H -5.01 6.26 -6.07
H -4.88 3.93 -7.01
H -7.16 4.25 -5.01
H -7.16 3.18 -6.41
H -7.15 4.94 -6.64
H -5.09 3.11 -4.33
C -3.64 -3.44 1.12
C -2.56 -3.14 2.15
C -3.15 -2.60 3.45
O -1.60 -2.23 1.62
H -4.18 -2.52 0.87
H -3.20 -3.82 0.21
H -4.36 -4.16 1.50
H -2.00 -4.05 2.36
H -3.68 -1.66 3.25
H -2.36 -2.39 4.17
H -3.85 -3.30 3.90
H -2.04 -1.39 1.43
C -2.19 1.84 -4.44
C -1.54 0.74 -3.61
C -0.26 1.22 -2.95
O -1.30 -0.41 -4.42
H -1.51 2.16 -5.24
H -3.11 1.49 -4.90
H -2.43 2.72 -3.83
H -2.24 0.40 -2.85
H 0.47 1.52 -3.70
H 0.18 0.42 -2.35
H -0.45 2.08 -2.30
H -0.68 -0.16 -5.12
C 6.71 4.28 -1.90
C 5.69 5.35 -2.29
C 6.28 6.35 -3.28
O 5.20 6.02 -1.13
H 7.56 4.75 -1.40
H 6.26 3.58 -1.20
H 7.07 3.74 -2.77
H 4.82 4.87 -2.74
H 7.12 6.87 -2.82
H 5.53 7.10 -3.55
H 6.63 5.86 -4.18
H 5.94 6.46 -0.71
C 7.79 -8.02 4.17
C 6.35 -8.46 4.36
C 6.06 -9.77 3.64
O 5.45 -7.44 3.94
H 7.99 -7.85 3.10
H 7.98 -7.08 4.69
H 8.49 -8.77 4.53
H 6.15 -8.58 5.43
H 6.22 -9.65 2.57
H 5.03 -10.07 3.80
H 6.72 -10.57 4.00
H 5.59 -7.30 2.99
*
```

Löwdin population analysis, charges in e, atoms 1 to 6: -0.1642 -0.7737 0.6546 -0.5545 0.7808 0.0715

# 3
The following is a DFT calculation (the ωB97M-V functional and the def2-TZVPD basis) of C33H88CsN7O12S as an isolated structure at a distorted geometry.

Summary:
energy above the lowest of the compared OMol25 structures with the same formula, charge and spin	0.00	kJ/mol
lowest unoccupied orbital energy	-0.07	eV

Structure (ORCA input):
```
! wB97M-V def2-TZVPD RIJCOSX def2/J DEFGRID3
* xyz 0 1
O -0.61 -2.50 -1.54
H -0.40 -1.48 -1.41
H 0.20 -2.95 -1.82
H -0.92 -2.85 -0.63
Cs 2.82 3.04 0.02
S 0.92 -0.02 0.06
O 0.24 -0.13 -1.29
O 0.35 1.13 0.76
O 0.72 -1.28 0.80
O 2.37 0.18 -0.15
C 5.47 -0.41 -4.14
C 4.58 -0.71 -2.94
C 5.19 -1.78 -2.04
O 5.24 -2.99 -2.80
C 6.30 -3.85 -2.42
N 4.16 0.48 -2.21
H 5.34 -1.15 -4.93
H 6.55 -0.35 -3.95
H 5.13 0.52 -4.60
H 3.71 -1.24 -3.38
H 4.60 -2.03 -1.15
H 6.20 -1.52 -1.72
H 7.25 -3.32 -2.35
H 6.31 -4.65 -3.15
H 6.09 -4.30 -1.44
H 3.65 1.10 -2.83
H 3.52 0.14 -1.49
C 3.88 -2.64 3.06
C 3.71 -3.67 1.92
C 2.94 -4.89 2.35
O 3.79 -5.56 3.28
C 3.11 -6.57 4.01
N 2.99 -2.94 0.87
H 4.25 -3.07 4.00
H 2.93 -2.18 3.35
H 4.55 -1.82 2.79
H 4.72 -3.91 1.60
H 2.68 -5.56 1.53
H 1.99 -4.59 2.82
H 2.55 -6.08 4.82
H 3.90 -7.18 4.45
H 2.45 -7.19 3.41
H 2.04 -2.62 0.96
H 3.57 -2.11 0.74
C -0.81 1.59 4.05
C 0.67 1.48 4.42
C 1.00 0.01 4.76
O 0.34 -0.54 5.90
C 0.77 0.05 7.10
N 1.44 1.87 3.22
H -1.11 2.64 3.94
H -1.46 1.32 4.89
H -1.12 0.94 3.23
H 0.86 2.05 5.32
H 2.09 -0.07 4.86
H 0.67 -0.65 3.95
H 1.86 0.17 7.18
H 0.44 -0.50 7.98
H 0.39 1.08 7.16
H 0.74 1.89 2.48
H 2.00 1.09 2.89
C -0.83 -4.93 1.74
C -1.71 -3.74 2.08
C -1.26 -3.10 3.40
O -1.64 -3.92 4.48
C -0.76 -3.98 5.57
N -1.57 -2.79 0.97
H -0.49 -5.42 2.66
H 0.12 -4.66 1.28
H -1.29 -5.69 1.11
H -2.74 -4.06 2.23
H -1.44 -2.03 3.48
H -0.16 -3.19 3.36
H 0.27 -3.74 5.27
H -0.67 -4.97 6.01
H -1.07 -3.26 6.33
H -0.62 -2.37 1.03
H -2.06 -1.93 1.21
C -0.77 4.90 1.04
C -1.53 4.33 -0.13
C -1.91 5.41 -1.14
O -2.68 6.44 -0.56
C -4.05 6.07 -0.50
N -0.76 3.25 -0.75
H 0.04 5.58 0.78
H -0.34 4.09 1.65
H -1.42 5.39 1.76
H -2.38 3.88 0.40
H -2.47 4.94 -1.96
H -1.00 5.78 -1.61
H -4.56 6.89 0.00
H -4.21 5.10 -0.03
H -4.46 6.00 -1.52
H -1.27 2.79 -1.49
H -0.55 2.50 -0.10
C 0.29 3.86 -4.43
C 0.88 2.49 -4.16
C 2.10 2.12 -5.02
O 1.76 2.36 -6.38
C 2.56 1.72 -7.34
N 1.21 2.30 -2.75
H 1.02 4.67 -4.35
H -0.54 4.03 -3.74
H -0.17 3.86 -5.42
H 0.14 1.74 -4.47
H 2.35 1.08 -4.80
H 2.96 2.78 -4.85
H 2.39 2.28 -8.26
H 2.32 0.66 -7.47
H 3.62 1.78 -7.05
H 1.16 1.32 -2.48
H 0.48 2.74 -2.19
C -3.72 0.94 1.34
C -4.45 0.83 0.00
C -5.36 2.07 -0.10
C -5.95 2.30 -1.49
C -4.86 2.31 -2.55
C -3.99 1.07 -2.51
N -3.50 0.89 -1.13
O -2.54 -0.11 -1.00
C -4.79 -0.09 -3.14
C -2.76 1.26 -3.42
C -5.27 -0.46 0.03
H -3.05 1.80 1.22
H -3.08 0.10 1.62
H -4.35 1.07 2.22
H -6.25 1.89 0.51
H -4.89 2.98 0.26
H -6.46 3.26 -1.53
H -6.72 1.54 -1.63
H -4.28 3.24 -2.48
H -5.36 2.44 -3.52
H -5.81 -0.18 -2.78
H -4.85 -0.04 -4.23
H -4.29 -1.05 -2.98
H -2.19 2.18 -3.26
H -2.03 0.45 -3.32
H -3.09 1.26 -4.46
H -4.66 -1.33 0.27
H -5.82 -0.73 -0.88
H -6.06 -0.37 0.78
H -1.67 0.18 -1.32
*
```

Löwdin population analysis, charges in e, atoms 1 to 6: 0.1739 0.0618 0.1556 0.0945 0.9506 0.2937

Kohn-Sham gap for the records above, in order: 9.005; 9.509; 8.062 eV